51
Properties=species:S:1:pos:R:3:forces:R:3:nbo_charge:R:1 method="wB97M-V/def2-TZVPD" orbital_gap_ev="8.08 / 5.20" total_charge=+1 e_lumo_ha="-0.0784 / -0.1891" spin_multiplicity=3
Au 0.573068 1.167940 -0.147150 0.01 0.70 -0.45 1.23
O 2.522188 0.966659 -0.948417 0.10 0.00 0.01 -0.74
C 2.792847 -0.189600 -1.519698 0.08 -0.23 -0.14 0.38
C 4.040676 -0.791008 -1.250398 -0.05 0.10 -0.03 -0.27
C 4.425953 -1.960310 -1.862084 0.02 0.01 0.02 -0.16
C 3.579443 -2.608840 -2.763068 0.06 -0.10 -0.05 -0.27
C 2.351121 -2.058607 -3.033046 -0.09 0.07 0.00 -0.11
C 1.936794 -0.858351 -2.433973 0.24 -0.06 0.20 -0.26
C 0.631646 -0.323918 -2.750050 -0.37 0.17 -0.17 0.42
N -0.120695 0.464615 -1.992920 0.30 -0.50 0.14 -0.57
C -1.275163 0.756378 -2.677670 -0.11 0.09 -0.09 -0.11
C -1.238196 0.117715 -3.878066 -0.02 0.04 0.04 -0.06
N -0.042077 -0.553894 -3.904467 0.11 -0.06 -0.01 -0.50
H 4.693497 -0.286289 -0.550578 -0.01 0.01 0.00 0.23
H 5.394697 -2.386055 -1.632654 -0.01 0.00 0.00 0.22
H 3.878727 -3.535827 -3.232253 0.00 0.01 0.01 0.22
H 1.676012 -2.583501 -3.701253 0.00 0.01 0.01 0.19
H -2.004560 1.448526 -2.292735 0.03 0.01 -0.01 0.25
H -1.925742 0.109603 -4.704739 0.00 -0.01 0.01 0.24
H 0.328385 -1.070369 -4.684487 -0.01 0.00 -0.01 0.44
C -0.363322 -3.346840 -0.828976 -0.04 0.03 0.04 -0.63
C -1.173415 -2.925302 0.373695 0.01 -0.07 -0.13 -0.06
O -0.972218 -1.508803 0.578675 -0.12 0.22 0.07 -0.84
P -2.119770 -0.432852 0.765711 -0.03 -0.56 0.04 2.12
O -1.467295 0.897128 0.856289 -0.17 0.35 0.06 -1.15
Te -3.714155 -0.693319 -1.071645 0.01 -0.03 0.08 0.02
O -2.912933 -0.730140 2.088599 0.04 0.13 -0.02 -0.83
C -3.877017 -1.784702 2.327272 -0.01 -0.03 0.03 -0.06
C -4.893746 -1.281288 3.320516 0.03 0.00 -0.04 -0.63
H -0.438769 -4.424715 -0.971988 0.00 -0.01 0.01 0.23
H 0.685794 -3.083153 -0.691961 -0.01 -0.01 -0.02 0.23
H -0.738450 -2.851153 -1.727359 0.02 -0.01 0.01 0.21
H -0.843080 -3.424067 1.283427 -0.02 -0.01 0.02 0.20
H -2.236447 -3.124306 0.218732 0.00 -0.03 0.02 0.18
H -3.331634 -2.647096 2.709411 0.01 -0.02 -0.01 0.19
H -4.350183 -2.062395 1.381321 -0.01 -0.02 0.00 0.18
H -4.406473 -0.997886 4.252305 -0.01 0.01 -0.01 0.23
H -5.616662 -2.069055 3.532182 0.00 0.00 0.00 0.23
H -5.425081 -0.418327 2.920963 0.00 0.00 0.02 0.22
C 0.689556 5.300987 3.540657 -0.05 0.03 0.04 -0.41
N 1.173353 4.349417 2.549964 -0.02 -0.02 0.03 -0.31
C 2.399875 4.379047 1.930174 0.02 -0.08 -0.07 -0.07
C 2.427752 3.322414 1.073173 0.10 0.10 0.06 -0.07
N 1.232476 2.660957 1.174117 -0.17 -0.25 0.30 -0.56
C 0.495275 3.298702 2.065964 0.14 0.03 0.03 0.21
H 1.515015 5.936245 3.847043 0.02 -0.01 -0.01 0.23
H 0.312680 4.773816 4.413931 0.00 -0.01 -0.01 0.22
H -0.097609 5.923667 3.120645 0.00 -0.01 -0.02 0.22
H 3.130344 5.136293 2.153386 -0.01 -0.01 0.00 0.24
H 3.196795 2.983050 0.401139 -0.01 0.00 0.01 0.26
H -0.499278 3.018806 2.372348 0.00 0.00 -0.03 0.23